Entry 1:
Computed, not measured: a structure of composition C20H37AlBN5, with ωB97M-V with the def2-TZVPD basis set.

Geometry as XYZ:
```
64
Properties=species:S:1:pos:R:3:nbo_charge:R:1
Al -34.041 -14.207 -15.800 1.000
B -35.222 -15.592 -11.988 -0.505
H -36.141 -15.090 -12.249 0.093
H -34.393 -14.907 -11.901 0.065
H -35.312 -16.206 -11.105 0.124
H -34.986 -16.294 -12.773 0.108
C -39.958 -19.425 -19.201 -0.621
C -40.193 -20.091 -17.854 -0.399
C -39.027 -20.148 -16.913 -0.499
C -38.389 -18.797 -16.755 0.299
N -37.964 -17.750 -16.628 -0.363
H -39.740 -18.372 -19.024 0.214
H -40.786 -19.631 -19.879 0.237
H -39.158 -19.834 -19.818 0.214
H -40.479 -21.113 -18.103 0.218
H -41.096 -19.699 -17.386 0.219
H -38.346 -20.943 -17.219 0.248
H -39.389 -20.337 -15.903 0.232
C -29.775 -8.897 -8.424 -0.608
C -30.636 -8.194 -9.392 -0.381
C -32.050 -8.989 -9.487 -0.511
C -32.144 -10.017 -10.610 0.314
N -32.212 -10.914 -11.413 -0.392
H -30.220 -8.777 -7.436 0.209
H -28.817 -8.377 -8.398 0.218
H -29.528 -9.902 -8.766 0.206
H -30.135 -8.077 -10.353 0.218
H -30.630 -7.183 -8.986 0.223
H -32.862 -8.302 -9.726 0.252
H -32.417 -9.520 -8.608 0.252
C -40.218 -6.895 -14.440 -0.616
C -40.973 -8.092 -13.883 -0.359
C -40.065 -9.222 -13.100 -0.529
C -39.153 -10.110 -13.804 0.314
N -38.416 -10.803 -14.334 -0.380
H -39.458 -7.150 -15.178 0.214
H -39.687 -6.432 -13.608 0.201
H -40.921 -6.143 -14.799 0.228
H -41.291 -8.591 -14.798 0.209
H -41.788 -7.823 -13.211 0.221
H -40.718 -9.905 -12.558 0.251
H -39.486 -8.742 -12.310 0.246
C -31.889 -19.436 -9.713 -0.607
C -31.745 -18.080 -8.974 -0.377
C -30.858 -16.994 -9.717 -0.522
C -30.898 -16.696 -11.161 0.316
N -30.978 -16.392 -12.244 -0.372
H -32.675 -20.030 -9.247 0.214
H -30.954 -19.984 -9.833 0.218
H -32.246 -19.203 -10.716 0.190
H -31.482 -18.390 -7.963 0.236
H -32.765 -17.700 -8.918 0.201
H -29.907 -17.524 -9.774 0.258
H -30.804 -15.951 -9.407 0.273
N -36.936 -20.598 -12.390 -0.530
C -37.921 -21.419 -11.925 0.231
C -37.725 -22.692 -12.502 -0.166
C -36.685 -22.635 -13.407 -0.249
C -36.264 -21.326 -13.347 0.233
H -36.712 -19.631 -12.201 0.470
H -38.693 -21.031 -11.276 0.268
H -38.485 -23.456 -12.428 0.277
H -36.362 -23.506 -13.958 0.294
H -35.448 -20.837 -13.858 0.256
```

* frontier orbital gap: 0.06076 Ha
* total charge: +2
* total energy: -36034.574 eV
* highest occupied orbital energy: -0.516 Ha

***

Entry 2:
Computed, not measured: a structure of composition CH3N3S, with ωB97M-V with the def2-TZVPD basis set.

Geometry as XYZ:
```
8
Properties=species:S:1:pos:R:3:nbo_charge:R:1
C 0.300 -1.617 0.012 0.005
N -0.276 -1.596 -1.005 -0.447
N -0.409 0.831 -0.455 -0.449
N 0.561 0.828 0.456 -0.319
S 1.040 -1.298 1.389 0.068
H -1.351 0.983 -0.312 0.376
H -0.181 0.760 -1.440 0.410
H 0.317 1.109 1.356 0.357
```

* frontier orbital gap (alpha / beta): 0.29117 / 0.29109 Ha
* total charge: 0
* total energy: -16388.022 eV
* highest occupied orbital energy (alpha / beta): -0.326 / -0.326 Ha

***

Entry 3:
Computed, not measured: a cluster of 5 separate species, C25H58N6O6 in total, with ωB97M-V with the def2-TZVPD basis set.

Geometry as XYZ:
```
95
Properties=species:S:1:pos:R:3:mulliken_charge:R:1
O 2.340 2.406 1.228 -0.560
C 1.339 2.111 0.655 0.388
O 1.258 1.905 -0.692 -0.360
N 0.104 2.002 1.218 0.139
C 0.028 1.512 2.600 -1.227
C 0.670 0.149 2.819 -0.434
C -0.227 -1.006 2.387 0.438
C 0.292 -2.390 2.771 -1.399
N 1.733 -2.513 2.711 0.976
C 2.433 -2.858 1.582 -0.674
C 3.784 -2.836 1.879 -0.723
C 3.906 -2.474 3.238 -0.750
C 2.624 -2.282 3.727 -0.658
H 1.910 1.242 -0.942 0.262
H -0.566 1.590 0.585 0.095
H -1.028 1.457 2.846 0.510
H 0.458 2.254 3.260 0.282
H 0.889 0.051 3.881 0.348
H 1.631 0.072 2.319 0.348
H -0.355 -0.970 1.309 -0.157
H -1.203 -0.888 2.854 0.481
H -0.098 -3.097 2.046 0.330
H -0.049 -2.660 3.764 0.363
H 1.977 -3.087 0.638 0.569
H 4.565 -3.053 1.176 0.467
H 4.818 -2.364 3.791 0.505
H 2.321 -2.016 4.722 0.429
C 0.843 -5.160 7.166 -1.666
C 1.388 -5.119 5.741 1.357
C 0.864 -6.244 4.841 -0.680
O 1.445 -7.510 5.069 -0.443
C 0.892 -8.257 6.133 -0.658
N 2.849 -5.066 5.788 -0.674
H 1.334 -5.931 7.760 0.315
H 1.024 -4.207 7.662 0.404
H -0.232 -5.351 7.177 0.350
H 1.046 -4.184 5.285 -0.371
H 1.116 -5.993 3.807 0.220
H -0.232 -6.317 4.904 0.472
H -0.186 -8.086 6.220 0.302
H 1.367 -8.026 7.090 0.227
H 1.062 -9.311 5.913 0.275
H 3.202 -4.915 4.846 0.243
H 3.188 -5.988 6.050 0.334
C -1.256 3.026 -2.235 -0.662
C -2.772 3.039 -2.380 0.347
C -3.359 4.433 -2.626 -0.750
O -3.402 5.264 -1.485 -0.405
C -2.199 5.940 -1.173 -0.408
N -3.366 2.389 -1.206 -0.544
H -0.935 3.386 -1.258 -0.061
H -0.875 2.012 -2.340 0.415
H -0.782 3.643 -2.999 -0.128
H -3.029 2.438 -3.258 0.371
H -4.400 4.318 -2.940 0.397
H -2.825 4.938 -3.442 0.330
H -1.656 6.219 -2.082 0.101
H -1.542 5.343 -0.535 0.187
H -2.467 6.847 -0.633 0.271
H -4.369 2.292 -1.343 0.273
H -3.279 3.035 -0.424 0.273
C -2.763 -2.484 -3.303 -1.297
C -1.891 -3.475 -2.538 0.322
C -2.227 -3.574 -1.045 -0.875
O -1.766 -2.485 -0.271 -0.170
C -2.595 -1.333 -0.287 -0.622
N -0.483 -3.150 -2.778 -0.709
H -2.463 -1.454 -3.111 0.183
H -2.668 -2.656 -4.374 0.360
H -3.816 -2.591 -3.033 0.342
H -2.073 -4.469 -2.958 0.436
H -1.724 -4.455 -0.637 0.338
H -3.306 -3.713 -0.895 0.408
H -3.657 -1.592 -0.332 0.406
H -2.356 -0.666 -1.113 0.093
H -2.413 -0.791 0.640 0.221
H 0.108 -3.871 -2.375 0.286
H -0.262 -2.309 -2.253 0.277
C 2.328 7.146 -5.457 -1.395
C 1.106 6.808 -6.304 0.252
C 0.129 5.839 -5.627 -0.140
O 0.543 4.489 -5.609 -0.445
C 1.439 4.138 -4.572 -0.756
N 1.552 6.334 -7.615 -0.729
H 3.054 6.333 -5.457 0.292
H 2.829 8.025 -5.860 0.354
H 2.050 7.358 -4.422 0.335
H 0.550 7.738 -6.464 0.412
H -0.806 5.846 -6.195 0.304
H -0.106 6.174 -4.606 0.030
H 1.225 4.701 -3.659 0.351
H 2.482 4.292 -4.858 0.297
H 1.297 3.077 -4.369 0.253
H 0.750 6.220 -8.228 0.276
H 1.923 5.395 -7.500 0.307
```

* frontier orbital gap: 0.31863 Ha
* SMILES string: O=C(O)NCCCCn1cccc1.COC[C@@H](C)N.COC[C@@H](C)N.COC[C@@H](C)N.COC[C@@H](C)N
* total charge: 0
* total energy: -48089.666 eV
* highest occupied orbital energy: -0.303 Ha

***

Entry 4:
Computed, not measured: a cluster of 2 separate species, C4H9O4 in total, with ωB97M-V with the def2-TZVPD basis set.

Geometry as XYZ:
```
17
Properties=species:S:1:pos:R:3:nbo_charge:R:1
O 0.808 -0.440 2.148 -0.814
C 0.682 -0.903 0.984 0.776
O 0.452 -2.080 0.631 -0.785
C 0.876 0.138 -0.158 -0.547
C -0.417 0.346 -0.984 0.113
C 0.013 0.859 -2.400 -0.644
O -1.234 -0.790 -1.066 -0.741
H 1.115 1.095 0.312 0.206
H 1.735 -0.125 -0.773 0.191
H -0.981 1.138 -0.504 0.154
H -0.117 1.948 -2.373 0.191
H -0.674 0.339 -3.081 0.213
H 1.015 0.705 -2.774 0.193
H -0.666 -1.560 -1.004 0.498
H -0.216 -0.400 4.035 0.490
H -1.226 0.033 3.045 0.482
O -1.163 -0.302 3.962 -0.976
```

* frontier orbital gap: 0.30883 Ha
* total charge: -1
* total energy: -12485.635 eV
* highest occupied orbital energy: -0.168 Ha

***

Entry 5:
Computed, not measured: a structure of composition C2H5O3Tb, with ωB97M-V with the def2-TZVPD basis set.

Geometry as XYZ:
```
11
Properties=species:S:1:pos:R:3:mulliken_spin:R:1
H -1.164 0.573 2.014 -0.001
O 0.717 0.952 1.311 0.017
O 1.267 -0.255 1.823 -0.036
C -0.606 0.953 1.149 0.005
H -0.931 1.971 0.908 0.000
Tb 2.550 -0.571 0.011 6.046
O 0.949 -0.911 -1.544 -0.035
C -0.341 -0.758 -1.627 0.002
H -0.743 -0.539 -2.631 0.001
H -0.890 -1.589 -1.147 0.000
H -0.808 0.175 -0.266 0.001
```

* frontier orbital gap (alpha / beta): 0.28558 / 0.28465 Ha
* total charge: +2
* total energy: -30707.787 eV
* highest occupied orbital energy (alpha / beta): -0.681 / -0.682 Ha
* 2S+1: 7